a) DFT (ωB97M-V/def2-TZVPD) results for 4 unconnected molecules or ions with the total composition C5H11NO2.

Geometry (Å):
C: 1.583 -0.894 0.666
C: 0.488 -0.172 -0.361
C: -0.451 -0.842 -1.416
C: 1.079 1.036 -0.723
C: -2.416 0.020 1.343
H: 2.627 0.136 0.716
H: 1.568 -2.536 -0.103
H: 0.413 -1.121 1.721
H: 0.214 -1.065 -2.185
H: -0.987 -1.651 -0.942
H: -1.022 -0.002 -1.705
H: 2.009 0.901 -1.094
H: 0.694 1.503 -1.643
H: 0.445 2.252 0.706
H: -2.974 -0.609 1.997
H: -2.541 1.147 1.503
N: -1.396 -0.543 0.792
O: 1.246 1.992 0.318
O: -0.580 0.448 0.410

Results
- HOMO level: -9.46 eV
- LUMO energy: -0.00398 Ha
- Spin multiplicity: 1
- Gap between HOMO and LUMO: 9.4 eV



b) DFT (ωB97M-V/def2-TZVPD) results for a molecular structure, C5H11NO2.

Geometry (Å):
C: 0.349 -1.481 1.187
C: 1.546 -0.646 1.117
C: -0.534 -1.353 -0.189
O: 0.055 -1.629 -1.246
H: -1.496 -1.852 0.061
H: 0.592 -2.544 1.168
H: -0.283 -1.242 2.043
H: 1.928 -0.208 2.035
H: 1.148 0.419 0.548
H: 2.302 -0.952 0.399
C: -1.622 0.596 -1.363
C: 0.494 1.531 0.139
O: -1.056 0.223 -0.112
N: 0.968 2.074 -0.856
H: 0.896 3.085 -0.944
H: 0.032 1.892 1.057
H: -2.451 -0.071 -1.608
H: -1.994 1.620 -1.275
H: -0.876 0.538 -2.161

Results
- HOMO level (spin up / spin down): -7.96 / -7.96 eV
- LUMO energy (spin up / spin down): -0.04226 / -0.04224 Ha
- Spin multiplicity: 1
- Gap between HOMO and LUMO (spin up / spin down): 6.8 / 6.8 eV



c) DFT (ωB97M-V/def2-TZVPD) results for a molecular structure, C5H11NO2.

Geometry (Å):
C: -1.174 -0.228 -1.020
C: 0.046 -0.573 -0.108
C: 1.213 0.281 -0.577
C: -0.218 -0.390 1.405
C: -0.441 1.078 1.711
H: -2.156 -0.657 -0.658
H: -1.299 0.616 -0.766
H: -1.028 -0.629 -2.127
H: 0.178 -1.857 -0.398
H: 0.880 1.183 -0.880
H: 1.987 0.095 0.268
H: 2.302 0.549 -2.080
H: 2.052 -1.097 -1.802
H: 0.521 -1.032 1.904
H: -1.107 -1.234 2.019
H: -2.148 0.743 1.194
N: 1.676 -0.160 -1.928
O: -1.663 1.498 1.509
O: 0.379 1.814 2.333

Results
- HOMO level: -9.78 eV
- LUMO energy: 0.01634 Ha
- Spin multiplicity: 1
- Gap between HOMO and LUMO: 10.2 eV



Quick one: least stable of them? a)